(1)
Formula: C35H21BrF6N7O5S2Ta
Source: the Open Molecules 2025 dataset
Level of theory: ωB97M-V/def2-TZVPD

The geometry in XYZ format:
```
78
Properties=species:S:1:pos:R:3
Ta 0.700 -0.231 -1.305
C 0.847 3.477 -3.660
C 1.128 2.512 -2.699
N 0.247 1.568 -2.376
C -0.975 1.533 -2.992
C -1.298 2.424 -4.026
C -0.351 3.420 -4.334
C -2.532 2.264 -4.702
C -3.346 1.227 -4.356
C -3.012 0.334 -3.310
C -1.858 0.497 -2.584
N -1.349 -0.277 -1.531
C -2.119 -1.018 -0.625
C -3.487 -1.071 -0.509
C -4.100 -1.881 0.473
C -3.364 -2.627 1.346
C -1.952 -2.560 1.289
C -1.102 -3.248 2.182
C 0.256 -3.080 2.109
C 0.782 -2.227 1.137
N 0.013 -1.598 0.259
C -1.350 -1.750 0.316
H 1.585 4.233 -3.885
H 2.084 2.483 -2.189
H -0.571 4.137 -5.115
H -2.798 2.947 -5.497
H -4.273 1.067 -4.889
H -3.674 -0.496 -3.114
H -4.122 -0.486 -1.156
H -5.180 -1.903 0.521
H -3.838 -3.251 2.092
H -1.537 -3.895 2.932
H 0.925 -3.589 2.788
H 1.848 -2.058 1.061
Br -2.310 -2.477 5.564
C -1.235 -0.923 5.540
C 0.137 -1.044 5.374
C 0.922 0.096 5.349
C 0.326 1.342 5.507
C -1.035 1.450 5.751
C -1.830 0.314 5.738
N 1.085 2.569 5.542
N 1.851 2.864 4.620
C 1.950 2.095 3.425
C 3.154 1.537 3.073
C 3.319 0.836 1.861
C 2.258 0.731 1.008
O 2.257 0.124 -0.209
C 1.032 1.331 1.328
N 0.059 1.177 0.384
C -1.106 1.771 0.593
C -1.363 2.542 1.731
C -0.395 2.678 2.695
C 0.852 2.045 2.517
H 0.592 -2.022 5.292
H 1.996 0.014 5.253
H -1.470 2.421 5.955
H -2.894 0.386 5.914
H 3.994 1.633 3.749
H 4.276 0.402 1.604
H -1.864 1.645 -0.167
H -2.327 3.020 1.833
H -0.581 3.282 3.573
F 4.056 0.998 -4.637
C 3.813 -0.280 -4.882
F 3.785 -0.512 -6.172
F 4.698 -1.042 -4.276
S 2.128 -0.632 -4.194
O 2.301 -0.346 -2.710
O 1.175 0.213 -4.829
N 1.980 -2.170 -4.398
S 1.125 -2.991 -3.367
O 0.419 -2.025 -2.452
O 0.313 -3.993 -3.932
C 2.373 -3.847 -2.252
F 2.484 -3.139 -1.117
F 1.934 -5.050 -1.973
F 3.540 -3.898 -2.852
```

Values from the calculation:
relative energy (zero: lowest compared OMol25 entry of this formula, charge and spin) = 52.5 kJ/mol
E_LUMO = -7.124 eV
highest occupied orbital energy = -0.4877 Ha
total charge = +2

=====

(2)
Formula: C35H23BrF4GaN3O2PS
Source: the Open Molecules 2025 dataset
Level of theory: ωB97M-V/def2-TZVPD

The geometry in XYZ format:
```
71
Properties=species:S:1:pos:R:3
Ga 0.516 0.989 -0.745
N -1.896 3.217 -1.279
C -1.345 3.270 -0.016
C -1.893 4.216 0.859
C -1.393 4.336 2.130
C -0.339 3.515 2.524
C 0.152 2.612 1.624
N -0.339 2.472 0.363
C -1.659 2.436 -2.391
C -2.384 2.733 -3.550
C -2.232 1.934 -4.657
C -1.357 0.852 -4.602
C -0.669 0.640 -3.437
N -0.812 1.412 -2.341
H -2.604 3.919 -1.429
H -2.708 4.842 0.519
H -1.814 5.064 2.810
H 0.091 3.572 3.512
H 0.961 1.944 1.869
H -3.056 3.581 -3.561
H -2.789 2.148 -5.559
H -1.207 0.198 -5.447
H 0.047 -0.166 -3.349
F -5.711 -4.379 -0.161
C -4.633 -3.617 -0.062
C -3.587 -3.984 0.762
F -3.654 -5.102 1.470
C -2.472 -3.167 0.849
F -1.523 -3.552 1.701
C -2.334 -1.988 0.119
P -0.733 -1.068 0.295
C 0.516 -2.349 -0.003
C 0.903 -2.478 -1.337
C 1.890 -3.379 -1.703
C 2.509 -4.149 -0.729
C 2.133 -4.019 0.600
C 1.142 -3.125 0.966
C -0.861 -0.563 2.043
C -2.059 0.053 2.412
C -2.224 0.557 3.694
C -1.199 0.435 4.621
C -0.006 -0.174 4.256
C 0.175 -0.661 2.969
C -3.427 -1.625 -0.669
Br -3.521 0.017 -1.582
C -4.551 -2.427 -0.766
F -5.584 -2.071 -1.525
H 0.430 -1.873 -2.104
H 2.181 -3.469 -2.741
H 3.289 -4.845 -1.005
H 2.624 -4.609 1.362
H 0.868 -3.036 2.007
H -2.872 0.146 1.701
H -3.158 1.029 3.970
H -1.331 0.809 5.628
H 0.795 -0.273 4.977
H 1.127 -1.089 2.686
O 3.083 -0.927 1.607
C 2.822 -0.091 0.771
O 1.587 0.388 0.672
C 3.879 0.439 -0.153
C 5.188 0.268 0.306
C 6.275 0.734 -0.408
C 6.063 1.378 -1.618
C 4.776 1.544 -2.096
C 3.672 1.084 -1.378
S 2.133 1.335 -2.230
H 5.322 -0.244 1.248
H 7.276 0.595 -0.025
H 6.899 1.750 -2.195
H 4.614 2.037 -3.046
```

Values from the calculation:
relative energy (zero: lowest compared OMol25 entry of this formula, charge and spin) = 13.8 kJ/mol
E_LUMO = -3.097 eV
highest occupied orbital energy = -0.3874 Ha
total charge = +1

=====

(3)
Formula: C35H24BrN6OSeW
Source: the Open Molecules 2025 dataset
Level of theory: ωB97M-V/def2-TZVPD

The geometry in XYZ format:
```
69
Properties=species:S:1:pos:R:3
W -0.029 -0.461 -0.164
Br 6.287 -4.139 -1.557
C 4.640 -3.465 -0.965
C 3.597 -4.351 -0.655
C 2.371 -3.887 -0.217
C 2.149 -2.522 -0.107
O 0.952 -2.070 0.311
C 3.201 -1.625 -0.380
C 3.052 -0.275 0.005
N 1.912 0.309 0.308
C 1.949 1.499 1.107
C 2.953 1.872 1.985
C 2.769 3.020 2.752
C 1.594 3.754 2.680
C 0.572 3.373 1.807
C -0.734 4.031 1.734
C -1.662 3.638 0.863
C -1.388 2.594 -0.154
N -0.137 1.780 0.040
C 0.798 2.249 1.028
C 4.454 -2.117 -0.805
H 3.763 -5.416 -0.756
H 1.579 -4.577 0.042
H 3.955 0.319 0.129
H 3.852 1.283 2.108
H 3.546 3.325 3.438
H 1.458 4.622 3.312
H -0.948 4.823 2.441
H -2.648 4.086 0.846
H -3.094 2.295 -1.400
H 5.265 -1.426 -1.000
C -0.194 0.837 -4.458
C -0.486 1.195 -3.023
C -0.117 2.369 -2.492
C -0.251 2.790 -1.092
C -2.539 1.748 -0.630
C -2.099 0.425 -1.193
C -1.256 0.217 -2.259
H -0.961 1.252 -5.114
H -0.189 -0.242 -4.614
H 0.767 1.234 -4.780
H 0.409 3.082 -3.116
H 0.342 3.668 -0.865
H -3.224 1.569 0.199
H -2.780 -0.389 -0.977
H -1.319 -0.764 -2.718
Se -5.454 -4.894 3.113
N -4.618 -5.005 1.566
C -3.824 -3.966 1.481
C -2.953 -3.700 0.350
C -2.854 -4.537 -0.768
C -1.980 -4.205 -1.780
C -1.235 -3.036 -1.675
N -1.343 -2.215 -0.633
C -2.167 -2.552 0.386
C -2.168 -1.661 1.527
N -1.312 -0.596 1.486
C -1.269 0.231 2.543
C -2.068 0.055 3.658
C -2.939 -1.013 3.708
C -2.989 -1.897 2.624
C -3.847 -3.069 2.599
N -4.671 -3.382 3.568
H -3.460 -5.434 -0.812
H -1.864 -4.832 -2.653
H -0.528 -2.765 -2.450
H -0.563 1.050 2.499
H -1.989 0.754 4.478
H -3.576 -1.190 4.566
```

Values from the calculation:
relative energy (zero: lowest compared OMol25 entry of this formula, charge and spin) = 41.1 kJ/mol
multiplicity = 3
E_LUMO (spin up / spin down) = -9.817 / -10.875 eV
highest occupied orbital energy (spin up / spin down) = -0.5880 / -0.5893 Ha
total charge = +3

=====

(4)
Formula: C35H24N12O7P2SSc
Source: the Open Molecules 2025 dataset
Level of theory: ωB97M-V/def2-TZVPD

The geometry in XYZ format:
```
82
Properties=species:S:1:pos:R:3
Sc 0.033 -0.279 -0.073
C -3.702 3.463 -4.112
C -2.854 2.955 -5.094
C -1.707 2.251 -4.765
C -1.426 2.067 -3.423
C -0.366 1.367 -2.713
N 0.668 0.827 -3.326
C 1.645 0.211 -2.688
C 2.656 -0.568 -3.390
C 2.819 -0.927 -4.715
C 3.854 -1.791 -5.029
C 4.707 -2.283 -4.045
C 4.548 -1.932 -2.715
C 3.512 -1.073 -2.396
C 2.973 -0.596 -1.130
N 3.476 -0.975 0.028
C 2.862 -0.774 1.182
N 1.691 -0.121 1.390
C 1.405 -0.142 2.720
N 0.409 0.463 3.339
C -0.530 1.141 2.710
N -0.676 1.317 1.371
C -1.732 2.134 1.159
N -2.224 2.538 -0.001
C -1.720 2.158 -1.160
N -0.617 1.394 -1.376
C -2.283 2.580 -2.431
C -3.427 3.284 -2.767
C -2.326 2.522 2.427
C -3.396 3.336 2.761
C -3.708 3.475 4.102
C -2.968 2.820 5.085
C -1.895 2.008 4.760
C -1.574 1.867 3.420
C 2.435 -0.888 3.427
C 2.590 -1.257 4.753
C 3.695 -2.023 5.084
C 4.626 -2.403 4.119
C 4.477 -2.038 2.791
C 3.370 -1.281 2.448
N 1.879 0.181 -1.352
H -4.592 3.999 -4.412
H -3.109 3.103 -6.133
H -1.059 1.842 -5.524
H 2.143 -0.558 -5.471
H 3.988 -2.116 -6.051
H 5.493 -2.966 -4.333
H 5.197 -2.324 -1.948
H -4.077 3.676 -2.000
H -3.956 3.846 1.992
H -4.535 4.106 4.397
H -3.243 2.951 6.122
H -1.326 1.496 5.521
H 1.868 -0.958 5.498
H 3.838 -2.343 6.107
H 5.472 -3.004 4.419
H 5.196 -2.329 2.042
C -6.129 -0.646 0.162
C -5.253 -1.100 -0.938
N -5.606 -1.813 -1.960
N -4.470 -1.996 -2.681
C -3.390 -1.406 -2.100
S -1.843 -1.336 -2.646
N -3.920 -0.802 -0.985
N -3.172 -0.141 -0.025
H -7.137 -1.002 -0.024
H -6.135 0.443 0.234
H -5.764 -1.070 1.099
H -4.453 -2.630 -3.460
H -2.973 -0.803 0.741
H -3.724 0.632 0.346
O -0.992 -3.681 2.360
P -1.654 -2.702 1.282
O -3.110 -2.561 1.474
O -0.862 -1.411 1.258
O -1.370 -3.463 -0.132
P 0.121 -3.420 -0.789
O 1.007 -4.007 0.478
O 0.211 -4.350 -1.917
O 0.531 -1.980 -0.927
H -0.089 -3.865 2.078
H 1.398 -4.813 0.143
```

Values from the calculation:
relative energy (zero: lowest compared OMol25 entry of this formula, charge and spin) = 45.8 kJ/mol
E_LUMO (spin up / spin down) = 1.030 / 1.065 eV
highest occupied orbital energy (spin up / spin down) = -0.1424 / -0.1441 Ha
total charge = -1

=====

(5)
Formula: C35H25BrCeFN5O10S2
Source: the Open Molecules 2025 dataset
Level of theory: ωB97M-V/def2-TZVPD

The geometry in XYZ format:
```
80
Properties=species:S:1:pos:R:3
Ce 0.395 -0.113 -1.199
Br 4.289 2.872 -6.920
C 4.101 2.081 -5.172
C 4.579 0.760 -4.936
C 4.381 0.302 -3.662
C 3.603 1.009 -2.734
C 3.134 2.269 -3.000
C 3.485 2.830 -4.228
N 3.150 0.323 -1.544
C 3.947 -0.278 -0.740
C 3.507 -0.938 0.498
C 4.419 -1.287 1.468
C 3.937 -1.752 2.681
C 2.564 -1.909 2.813
C 1.721 -1.537 1.790
N 2.217 -0.978 0.674
H 5.180 0.219 -5.666
H 4.795 -0.649 -3.429
H 2.552 2.814 -2.289
H 3.156 3.833 -4.576
H 4.997 -0.207 -0.948
H 5.447 -1.107 1.258
H 4.618 -1.967 3.414
H 2.238 -2.318 3.772
H 0.606 -1.647 1.914
O 2.492 -2.392 -6.923
C 2.032 -1.945 -5.893
C 1.392 -0.559 -5.734
O 1.209 0.279 -6.606
C 1.153 -0.512 -4.292
C 1.500 -1.727 -3.601
O 1.305 -1.869 -2.349
C 2.029 -2.666 -4.566
O 2.445 -3.811 -4.326
O 0.760 0.522 -3.575
S -4.995 -0.016 4.183
C -3.589 -0.943 4.265
C -2.416 -0.426 4.890
C -1.225 -1.064 4.671
C -1.181 -2.261 3.904
C -2.419 -2.825 3.578
N -3.593 -2.229 3.807
H -2.512 0.394 5.562
H -0.296 -0.715 5.145
H -0.232 -2.807 3.849
H -2.471 -3.848 3.159
O -1.741 0.860 -0.957
N -2.815 0.192 -0.787
N -2.639 -0.978 -1.195
O -1.499 -1.344 -1.715
C -3.546 -1.969 -0.687
C -4.062 -2.849 -1.624
C -4.829 -3.879 -1.199
C -5.056 -4.013 0.164
C -4.554 -3.097 1.155
C -3.787 -2.043 0.703
H -3.884 -2.552 -2.687
H -5.390 -4.607 -1.827
H -5.702 -4.805 0.491
H -4.704 -3.246 2.191
H -3.421 -1.304 1.383
F -0.418 -0.643 0.682
C -3.752 4.407 3.207
C -2.462 3.967 2.606
C -1.492 4.917 2.443
C -0.224 4.632 1.950
C 0.090 3.286 1.686
C -0.876 2.330 1.999
C -2.133 2.629 2.370
S 1.618 2.810 0.837
O 2.151 4.043 0.303
O 2.522 2.036 1.648
O 1.090 1.977 -0.315
H -3.666 4.513 4.261
H -4.515 3.633 3.073
H -4.014 5.310 2.712
H -1.687 5.889 2.721
H 0.500 5.401 1.720
H -0.553 1.355 1.767
H -2.956 1.937 2.530
```

Values from the calculation:
E_LUMO = 2.843 eV
highest occupied orbital energy = -0.0779 Ha
total charge = -2

=====

(6)
Formula: C35H26Cl4HgN2O2PSi
Source: the Open Molecules 2025 dataset
Level of theory: ωB97M-V/def2-TZVPD

The geometry in XYZ format:
```
72
Properties=species:S:1:pos:R:3
Hg 1.656 0.981 -0.661
Cl 0.603 3.718 -7.098
C 0.991 2.539 -5.870
C 1.817 1.480 -6.152
Cl 2.487 1.282 -7.752
C 2.118 0.544 -5.145
Cl 3.174 -0.805 -5.486
C 1.605 0.622 -3.842
O 1.852 -0.236 -2.929
C 0.713 1.757 -3.546
O 0.209 1.878 -2.363
C 0.458 2.666 -4.572
Cl -0.595 4.015 -4.195
N -1.080 2.784 2.678
P -0.564 1.189 2.171
C -2.124 0.598 1.389
C -3.353 0.545 2.046
C -4.486 0.105 1.384
C -4.400 -0.281 0.048
C -3.190 -0.214 -0.619
C -2.054 0.229 0.051
C -0.699 0.382 3.825
C -0.091 0.950 4.946
C -0.010 0.261 6.149
C -0.515 -1.027 6.247
C -1.100 -1.615 5.135
C -1.190 -0.919 3.938
C -0.848 3.785 1.751
C -0.769 5.143 2.082
C -0.535 6.031 1.050
C -0.377 5.565 -0.251
C -0.466 4.196 -0.473
N -0.719 3.337 0.511
H -1.007 3.035 3.650
H -3.418 0.850 3.085
H -5.436 0.062 1.905
H -5.285 -0.632 -0.471
H -3.109 -0.511 -1.656
H -1.112 0.293 -0.483
H 0.352 1.938 4.884
H 0.466 0.727 7.003
H -0.441 -1.574 7.179
H -1.486 -2.626 5.191
H -1.649 -1.393 3.080
H -0.877 5.473 3.108
H -0.461 7.092 1.265
H -0.174 6.232 -1.077
H -0.317 3.748 -1.453
C 5.209 -3.872 -1.336
C 5.068 -2.537 -1.682
C 3.975 -1.806 -1.231
C 2.998 -2.391 -0.426
C 3.154 -3.742 -0.100
C 4.243 -4.480 -0.541
Si 1.487 -1.427 0.208
C 0.012 -2.439 -0.415
C -0.211 -2.567 -1.795
C -1.339 -3.216 -2.275
C -2.278 -3.752 -1.399
C -2.078 -3.631 -0.032
C -0.947 -2.982 0.446
H 6.056 -4.445 -1.697
H 5.798 -2.063 -2.328
H 3.855 -0.776 -1.544
H 2.398 -4.231 0.508
H 4.336 -5.527 -0.274
H 1.472 -1.728 1.689
H 0.490 -2.111 -2.488
H -1.492 -3.292 -3.346
H -3.162 -4.251 -1.781
H -2.806 -4.036 0.664
H -0.801 -2.897 1.518
```

Values from the calculation:
relative energy (zero: lowest compared OMol25 entry of this formula, charge and spin) = 41.7 kJ/mol
multiplicity = 2
E_LUMO (spin up / spin down) = 4.039 / 4.031 eV
highest occupied orbital energy (spin up / spin down) = 0.0070 / -0.0319 Ha
total charge = -2